[1]
Here is a cluster of 6 separate species, C28H68BO16S in total in a non-equilibrium geometry from the OMol25 dataset. Energies are from ωB97M-V/def2-TZVPD.

Calculated values
DFT total energy ... -74404.9943 eV
HOMO-LUMO gap ... 3.80 eV
Strongest force on any atom ... 0.0342 Eh/bohr
Lowest unoccupied orbital energy ... 1.888 eV

Structure (ORCA input):
```
! RIJCOSX wB97M-V def2-TZVPD def2/J DEFGRID3
* xyz -1 1
C 3.02 2.42 3.12
C 1.63 3.07 2.94
O 0.69 2.20 2.35
C 0.10 1.28 3.28
C -1.06 1.84 4.10
C -2.40 2.13 3.41
C -2.73 3.66 3.46
C -1.57 4.60 3.06
C -2.02 5.97 2.49
S -1.98 6.10 0.71
O -1.51 7.41 0.35
O -3.25 5.64 0.19
O -0.87 5.09 0.25
B -2.49 1.73 1.93
O -3.18 0.56 1.44
O -1.98 2.49 0.83
H 3.22 2.18 4.16
H 3.06 1.49 2.55
H 3.81 3.10 2.78
H 1.70 3.93 2.27
H 1.26 3.45 3.90
H 0.90 0.95 3.97
H -0.19 0.39 2.72
H -1.23 1.06 4.88
H -0.69 2.70 4.66
H -3.58 3.85 2.79
H -3.05 3.93 4.47
H -0.94 4.83 3.92
H -0.94 4.08 2.35
H -3.06 6.19 2.73
H -1.39 6.78 2.86
H -1.19 4.16 0.46
H -2.51 -0.09 1.19
H -1.89 1.94 0.04
C -3.60 -2.30 4.72
O -2.21 -2.02 4.76
C -1.62 -2.20 6.03
C -0.82 -3.48 6.10
O -1.65 -4.63 5.99
C -1.66 -5.19 4.69
H -3.89 -2.33 3.67
H -3.83 -3.26 5.20
H -4.16 -1.50 5.21
H -2.37 -2.17 6.82
H -0.94 -1.35 6.19
H -0.31 -3.54 7.07
H -0.06 -3.48 5.31
H -0.72 -5.70 4.47
H -1.85 -4.43 3.93
H -2.47 -5.93 4.67
C -1.04 -0.85 -5.04
O -0.63 -1.73 -4.02
C 0.43 -1.23 -3.23
C -0.04 -0.65 -1.92
O -0.84 0.50 -2.12
C -2.24 0.27 -1.99
H -1.98 -1.23 -5.44
H -1.20 0.16 -4.66
H -0.30 -0.82 -5.85
H 1.00 -0.47 -3.78
H 1.11 -2.07 -3.02
H 0.83 -0.35 -1.33
H -0.59 -1.40 -1.35
H -2.49 0.12 -0.94
H -2.56 -0.59 -2.57
H -2.74 1.17 -2.34
C 6.35 -3.30 -3.99
O 5.99 -2.61 -5.17
C 4.59 -2.51 -5.37
C 4.06 -1.14 -4.99
O 4.19 -0.90 -3.60
C 5.28 -0.06 -3.26
H 7.41 -3.13 -3.82
H 5.79 -2.93 -3.12
H 6.18 -4.37 -4.10
H 4.07 -3.28 -4.80
H 4.39 -2.68 -6.43
H 2.99 -1.11 -5.23
H 4.57 -0.37 -5.57
H 5.08 0.98 -3.54
H 6.20 -0.39 -3.75
H 5.40 -0.11 -2.18
C 7.20 -6.93 -9.98
O 6.01 -6.18 -9.85
C 5.19 -6.59 -8.77
C 5.35 -5.69 -7.56
O 6.64 -5.77 -7.01
C 7.48 -4.68 -7.36
H 7.84 -6.41 -10.69
H 7.72 -7.02 -9.03
H 6.98 -7.94 -10.37
H 5.41 -7.62 -8.49
H 4.15 -6.54 -9.11
H 4.63 -6.01 -6.80
H 5.11 -4.65 -7.84
H 7.18 -3.77 -6.84
H 7.47 -4.50 -8.44
H 8.50 -4.95 -7.06
C -5.30 4.41 5.92
O -5.77 4.52 4.59
C -6.79 3.60 4.28
C -8.15 4.25 4.26
O -8.55 4.71 5.55
C -8.33 6.10 5.74
H -4.66 5.28 6.10
H -6.12 4.42 6.64
H -4.70 3.50 6.05
H -6.78 2.75 4.97
H -6.58 3.20 3.28
H -8.90 3.52 3.94
H -8.15 5.08 3.55
H -9.06 6.69 5.17
H -7.33 6.39 5.44
H -8.47 6.30 6.80
*
```

[2]
Here is a structure of composition C28H68N4O5PS2 from the OMol25 dataset. Energies are from ωB97M-V/def2-TZVPD.

Calculated values
DFT total energy ... -77296.7383 eV
ΔE to the lowest compared entry with this formula, charge and spin ... 0.0 kJ/mol
HOMO-LUMO gap ... 7.78 eV
Strongest force on any atom ... 0.0123 Eh/bohr
Lowest unoccupied orbital energy ... 2.371 eV

Structure (ORCA input):
```
! RIJCOSX wB97M-V def2-TZVPD def2/J DEFGRID3
* xyz -1 1
C 4.34 0.37 1.31
C 2.88 -0.03 1.17
O 2.74 -1.42 0.99
C 2.29 -1.79 -0.31
C 2.24 -3.29 -0.45
C 1.20 -3.92 0.49
C 0.48 -5.11 -0.17
C -0.69 -4.63 -1.03
S -2.19 -4.42 -0.10
O -1.97 -3.29 0.78
O -2.47 -5.69 0.54
N -3.32 -4.18 -1.20
S -3.32 -2.87 -2.09
O -3.78 -3.20 -3.42
O -2.09 -2.10 -2.02
P -4.95 -1.66 -1.32
C -4.23 -0.02 -1.76
C -4.74 -1.65 0.50
C -5.15 -2.96 1.20
H 4.47 1.44 1.11
H 4.96 -0.17 0.59
H 4.70 0.18 2.32
H 2.43 0.51 0.32
H 2.32 0.26 2.06
H 3.00 -1.37 -1.05
H 1.30 -1.36 -0.48
H 1.93 -3.49 -1.48
H 3.23 -3.73 -0.30
H 0.47 -3.17 0.78
H 1.69 -4.27 1.40
H 1.18 -5.64 -0.82
H 0.15 -5.83 0.58
H -0.92 -5.34 -1.83
H -0.46 -3.67 -1.49
H -5.06 0.65 -2.00
H -3.69 0.39 -0.91
H -3.57 -0.11 -2.62
H -3.74 -1.34 0.79
H -5.42 -0.85 0.83
H -5.42 -3.74 0.49
H -4.33 -3.34 1.81
H -6.01 -2.80 1.85
C 6.78 -1.87 3.09
C 6.74 -2.75 4.34
N 5.53 -2.53 5.12
C 5.58 -3.16 6.43
C 5.64 -4.69 6.50
C 4.28 -2.66 4.40
C 3.98 -3.98 3.69
H 6.66 -0.82 3.36
H 7.74 -1.99 2.58
H 5.99 -2.14 2.39
H 7.59 -2.50 4.98
H 6.88 -3.80 4.03
H 4.72 -2.81 7.00
H 6.46 -2.76 6.95
H 4.68 -5.15 6.26
H 5.91 -5.01 7.51
H 6.39 -5.10 5.82
H 4.23 -1.86 3.65
H 3.47 -2.43 5.11
H 4.85 -4.35 3.15
H 3.18 -3.83 2.97
H 3.66 -4.76 4.38
C -0.38 0.46 -2.93
C -0.63 1.85 -3.48
N 0.17 2.89 -2.84
C -0.25 4.23 -3.17
C -0.11 4.71 -4.62
C 1.60 2.65 -2.82
C 2.32 2.47 -4.16
H -0.53 0.44 -1.85
H -1.07 -0.25 -3.37
H 0.63 0.11 -3.14
H -1.68 2.11 -3.32
H -0.49 1.83 -4.58
H 0.29 4.92 -2.51
H -1.30 4.32 -2.88
H 0.93 4.92 -4.88
H -0.68 5.63 -4.76
H -0.50 3.97 -5.32
H 1.78 1.76 -2.21
H 2.06 3.47 -2.27
H 1.76 1.81 -4.83
H 3.30 2.01 -3.99
H 2.48 3.41 -4.68
C -3.30 3.76 0.81
C -3.64 4.05 -0.65
N -5.05 4.34 -0.86
C -5.43 4.33 -2.26
C -4.82 5.40 -3.18
C -5.60 5.41 -0.05
C -4.96 6.80 -0.16
H -3.93 2.95 1.19
H -2.26 3.45 0.89
H -3.43 4.63 1.45
H -3.40 3.16 -1.24
H -2.98 4.85 -1.01
H -6.52 4.39 -2.32
H -5.16 3.35 -2.66
H -5.27 6.38 -3.02
H -5.00 5.13 -4.23
H -3.74 5.49 -3.05
H -5.56 5.09 0.99
H -6.67 5.48 -0.29
H -3.87 6.74 -0.15
H -5.27 7.41 0.69
H -5.26 7.33 -1.06
*
```

[3]
Here is a cluster of 11 separate species, C28H69O12PS10 in total in a non-equilibrium geometry from the OMol25 dataset. Energies are from ωB97M-V/def2-TZVPD.

Calculated values
DFT total energy ... -172356.5884 eV
HOMO-LUMO gap ... 6.74 eV
Strongest force on any atom ... 0.0353 Eh/bohr
Lowest unoccupied orbital energy ... -0.728 eV

Structure (ORCA input):
```
! RIJCOSX wB97M-V def2-TZVPD def2/J DEFGRID3
* xyz 0 1
C -0.32 -2.44 -2.38
P 0.01 -3.25 -0.77
C -1.57 -3.95 -0.14
C 1.17 -4.61 -1.17
C 2.26 -4.79 -0.43
C 3.17 -5.91 -0.80
O 3.68 -6.64 0.02
C 3.33 -6.09 -2.27
C 2.24 -5.92 -3.02
C 0.97 -5.54 -2.33
O -0.11 -5.98 -2.66
H 0.55 -1.89 -2.68
H -1.15 -1.76 -2.24
H -0.56 -3.14 -3.18
H -1.63 -5.02 -0.28
H -2.37 -3.50 -0.71
H -1.67 -3.67 0.89
H 2.46 -4.16 0.41
H 4.28 -6.36 -2.69
H 2.26 -6.04 -4.09
C 0.60 -0.67 3.26
S 1.02 -2.39 3.00
O -0.22 -3.09 2.55
C 1.24 -2.80 4.73
H 0.39 -0.23 2.28
H -0.28 -0.59 3.90
H 1.44 -0.16 3.72
H 0.32 -2.59 5.27
H 2.06 -2.21 5.13
H 1.48 -3.86 4.79
C -1.26 2.60 -3.87
S -1.36 1.88 -2.23
O -0.64 0.57 -2.24
C -3.11 1.50 -2.31
H -0.22 2.86 -4.06
H -1.58 1.87 -4.62
H -1.87 3.50 -3.91
H -3.31 0.85 -3.16
H -3.67 2.43 -2.41
H -3.39 1.00 -1.38
C -0.13 5.45 2.09
S -0.16 4.31 0.70
O -1.37 4.64 -0.11
C -0.51 2.83 1.64
H 0.05 6.45 1.70
H -1.09 5.42 2.61
H 0.68 5.17 2.76
H -1.44 2.95 2.21
H 0.32 2.64 2.32
H -0.61 2.00 0.95
C 5.73 -2.69 3.91
S 5.32 -1.18 3.03
O 3.91 -0.87 3.36
C 5.32 -1.92 1.39
H 5.74 -2.46 4.98
H 4.98 -3.46 3.71
H 6.72 -3.03 3.61
H 4.60 -2.74 1.36
H 6.32 -2.28 1.16
H 5.04 -1.15 0.68
C 1.92 0.58 8.87
S 1.88 -0.63 7.54
O 0.83 -0.19 6.59
C 1.18 -1.96 8.53
H 2.28 1.52 8.45
H 0.91 0.73 9.26
H 2.59 0.24 9.65
H 0.23 -1.65 8.94
H 1.88 -2.22 9.33
H 1.04 -2.82 7.87
C 1.86 -8.40 3.38
S 1.09 -6.85 3.85
O 2.13 -6.05 4.56
C 0.01 -7.54 5.11
H 2.61 -8.19 2.62
H 2.33 -8.86 4.25
H 1.10 -9.07 2.97
H 0.61 -8.05 5.87
H -0.69 -8.23 4.65
H -0.53 -6.71 5.57
C -2.53 8.83 -3.61
S -1.91 7.19 -4.00
O -3.09 6.34 -4.30
C -1.37 6.78 -2.34
H -2.96 9.25 -4.51
H -3.30 8.76 -2.84
H -1.71 9.46 -3.27
H -2.21 6.84 -1.65
H -0.58 7.47 -2.04
H -0.98 5.77 -2.35
C -2.26 -1.70 2.33
S -3.19 -0.32 3.01
O -2.20 0.61 3.62
C -3.96 -1.23 4.35
H -1.67 -1.33 1.49
H -1.60 -2.11 3.08
H -2.96 -2.46 1.97
H -3.18 -1.68 4.98
H -4.60 -2.01 3.94
H -4.55 -0.54 4.94
C -3.11 10.65 -9.12
S -3.04 10.23 -7.37
O -1.62 9.95 -7.04
C -3.87 8.64 -7.52
H -2.61 11.60 -9.25
H -2.61 9.88 -9.70
H -4.16 10.74 -9.42
H -3.32 8.00 -8.21
H -4.89 8.80 -7.88
H -3.90 8.17 -6.54
C 1.01 -1.10 -5.92
S 0.35 0.36 -6.72
O -1.05 0.52 -6.23
C 0.25 -0.35 -8.37
H 1.11 -0.88 -4.86
H 0.33 -1.94 -6.06
H 1.99 -1.33 -6.34
H -0.38 -1.24 -8.35
H 1.25 -0.59 -8.72
H -0.19 0.40 -9.03
*
```

[4]
Here is a structure of composition C28H6AgF15GeNO2S in a non-equilibrium geometry from the OMol25 dataset. Energies are from ωB97M-V/def2-TZVPD.

Calculated values
DFT total energy ... -146831.4865 eV
ΔE to the lowest compared entry with this formula, charge and spin ... 0.0 kJ/mol
HOMO-LUMO gap ... 7.52 eV
Strongest force on any atom ... 0.0601 Eh/bohr
Lowest unoccupied orbital energy ... 1.921 eV

Structure (ORCA input):
```
! RIJCOSX wB97M-V def2-TZVPD def2/J DEFGRID3
* xyz -1 1
Ag 2.04 -0.08 -2.71
O 2.56 -2.56 -5.98
C 2.12 -1.83 -5.05
O 2.90 -1.11 -4.32
C 0.65 -1.90 -4.71
C -0.10 -3.10 -5.00
C -1.33 -3.22 -4.36
C -1.93 -2.09 -3.76
C -3.17 -2.12 -3.04
C -3.70 -0.97 -2.51
C -3.00 0.27 -2.57
C -1.79 0.34 -3.21
C -1.21 -0.81 -3.82
N 0.06 -0.82 -4.25
H 0.37 -3.85 -5.64
H -1.82 -4.19 -4.31
H -3.70 -3.07 -2.87
H -4.64 -1.08 -2.00
H -3.43 1.12 -1.99
H -1.23 1.28 -3.15
F 1.94 3.38 0.61
C 0.69 3.51 1.15
C 0.03 2.35 1.61
C -1.16 2.55 2.32
F -1.77 1.47 2.90
C -1.64 3.82 2.60
F -2.88 3.99 3.23
C -1.02 4.93 1.98
F -1.61 6.14 2.10
C 0.19 4.80 1.29
F 0.85 5.87 0.75
Ge 0.83 0.65 0.96
S 0.92 1.39 -1.17
C 2.39 0.64 2.08
C 3.73 0.61 1.67
F 3.99 0.44 0.35
C 4.79 0.73 2.59
F 6.08 0.71 2.20
C 4.49 0.92 3.94
F 5.51 1.05 4.81
C 3.15 0.93 4.38
F 2.80 0.88 5.68
C 2.15 0.79 3.44
F 0.88 0.56 3.91
C -0.27 -0.97 1.29
C -1.60 -0.96 0.85
F -2.11 0.08 0.17
C -2.52 -1.97 1.22
F -3.75 -2.14 0.58
C -2.12 -2.85 2.21
F -2.95 -3.75 2.70
C -0.78 -2.92 2.62
F -0.45 -3.89 3.51
C 0.14 -2.01 2.12
F 1.39 -1.97 2.63
*
```